[1]
The following is a DFT calculation (ωB97M-V/def2-TZVPD) of the molecule C18H27N5O7S in a non-equilibrium geometry.

gap between HOMO and LUMO	7.98	eV
largest force on an atom	1.39	eV Å⁻¹
energy above the lowest of the compared OMol25 structures with the same formula, charge and spin	1.1	kJ/mol
calculated total energy	-1900.68003	a.u.
SMILES	CCN(CC)CCNC(=O)C(=O)NC[C@H]1OCCN1S(=O)(=O)c1ccc([N+](=O)[O-])cc1

Last columns: bonded neighbours and bond lengths (Å).
Positions of all 58 atoms, in Å:
1 C 2.102 -1.621 0.291  H2 1.087, H3 1.088, H4 1.087, C5 1.528
2 H 3.056 -1.157 0.055  C1 1.087
3 H 2.003 -2.510 -0.328  C1 1.088
4 H 1.309 -0.922 0.039  C1 1.087
5 C 2.007 -2.002 1.767  C1 1.528, N6 1.455, H57 1.105, H58 1.093
6 N 1.572 -0.895 2.606  C5 1.455, C7 1.459, C14 1.452
7 C 1.277 -1.337 3.965  N6 1.459, C8 1.525, H12 1.091, H13 1.103
8 C -0.170 -1.795 4.119  C7 1.525, H9 1.087, H10 1.087, H11 1.087
9 H -0.402 -2.610 3.438  C8 1.087
10 H -0.840 -0.962 3.925  C8 1.087
11 H -0.338 -2.143 5.135  C8 1.087
12 H 1.442 -0.501 4.647  C7 1.091
13 H 1.959 -2.150 4.268  C7 1.103
14 C 2.465 0.249 2.576  N6 1.452, H15 1.088, H16 1.102, C17 1.535
15 H 2.949 0.304 1.603  C14 1.088
16 H 3.252 0.189 3.344  C14 1.102
17 C 1.684 1.558 2.764  C14 1.535, N18 1.445, H55 1.094, H56 1.089
18 N 0.711 1.748 1.714  C17 1.445, C19 1.331, H54 1.013
19 C 1.033 1.977 0.442  N18 1.331, O20 1.223, C21 1.532
20 O 2.162 2.082 -0.015  C19 1.223
21 C -0.189 2.113 -0.472  C19 1.532, O22 1.222, N23 1.336
22 O -1.333 2.042 -0.049  C21 1.222
23 N 0.158 2.325 -1.744  C21 1.336, C24 1.436, H53 1.014
24 C -0.771 2.365 -2.838  N23 1.436, H25 1.094, H26 1.092, C27 1.540
25 H -0.666 3.301 -3.394  C24 1.094
26 H -1.775 2.290 -2.415  C24 1.092
27 C -0.527 1.206 -3.822  C24 1.540, N28 1.454, O51 1.409, H52 1.103
28 N -0.390 -0.066 -3.132  C27 1.454, S29 1.681, C45 1.453
29 S -1.681 -1.141 -3.199  N28 1.681, O30 1.432, O31 1.432, C32 1.788
30 O -2.654 -0.685 -4.146  S29 1.432
31 O -1.159 -2.470 -3.308  S29 1.432
32 C -2.277 -0.851 -1.539  S29 1.788, C33 1.381, C37 1.383
33 C -3.407 -0.089 -1.320  C32 1.381, C34 1.384, H44 1.078
34 C -3.688 0.338 -0.035  C33 1.384, C35 1.389, H43 1.079
35 C -2.792 0.031 0.982  C34 1.389, C36 1.391, N40 1.439
36 C -1.680 -0.777 0.770  C35 1.391, C37 1.381, H39 1.080
37 C -1.441 -1.240 -0.508  C32 1.383, C36 1.381, H38 1.077
38 H -0.597 -1.869 -0.737  C37 1.077
39 H -0.999 -0.993 1.581  C36 1.080
40 N -2.973 0.654 2.266  C35 1.439, O41 1.207, O42 1.216
41 O -4.084 1.000 2.586  N40 1.207
42 O -1.976 0.806 2.946  N40 1.216
43 H -4.542 0.960 0.183  C34 1.079
44 H -4.028 0.181 -2.159  C33 1.078
45 C 0.956 -0.559 -3.367  N28 1.453, H46 1.095, H47 1.088, C48 1.531
46 H 1.596 -0.285 -2.522  C45 1.095
47 H 0.930 -1.640 -3.487  C45 1.088
48 C 1.355 0.198 -4.637  C45 1.531, H49 1.098, H50 1.089, O51 1.414
49 H 1.004 -0.334 -5.531  C48 1.098
50 H 2.422 0.403 -4.717  C48 1.089
51 O 0.683 1.435 -4.506  C27 1.409, C48 1.414
52 H -1.376 1.141 -4.522  C27 1.103
53 H 1.153 2.350 -1.941  N23 1.014
54 H -0.267 1.609 1.937  N18 1.013
55 H 2.396 2.389 2.741  C17 1.094
56 H 1.148 1.563 3.712  C17 1.089
57 H 2.976 -2.412 2.106  C5 1.105
58 H 1.260 -2.792 1.880  C5 1.093



[2]
The following is a DFT calculation (ωB97M-V/def2-TZVPD) of a cluster of 2 separate species, F2H4SSi2 in total in a non-equilibrium geometry.

gap between HOMO and LUMO	7.53	eV
largest force on an atom	2.86	eV Å⁻¹
energy above the lowest of the compared OMol25 structures with the same formula, charge and spin	296.1	kJ/mol
calculated total energy	-1179.34174	a.u.

Last columns: bonded neighbours and bond lengths (Å).
Positions of all 9 atoms, in Å:
1 F 0.926 -0.649 1.354  Si3 1.654
2 F -2.708 -0.244 -1.361  Si4 1.582
3 Si 1.832 -0.065 0.100  F1 1.654, S5 2.034, H6 1.371, H7 1.451
4 Si -1.891 0.126 -0.058  F2 1.582, H8 1.457, H9 1.471
5 S 0.792 1.364 -0.907  Si3 2.034
6 H 3.004 0.373 0.661  Si3 1.371
7 H 1.952 -1.411 -0.426  Si3 1.451
8 H -1.923 1.579 -0.153  Si4 1.457
9 H -1.983 -1.073 0.791  Si4 1.471



[3]
The following is a DFT calculation (ωB97M-V/def2-TZVPD) of a cluster of 2 separate species, C5H10FIO in total in a non-equilibrium geometry.

gap between HOMO and LUMO	9.46	eV
largest force on an atom	3.80	eV Å⁻¹
energy above the lowest of the compared OMol25 structures with the same formula, charge and spin	65.5	kJ/mol
calculated total energy	-669.21556	a.u.
SMILES	C=C(F)OCCC.I

Last columns: bonded neighbours and bond lengths (Å).
Positions of all 18 atoms, in Å:
1 C -1.448 2.205 -0.387  C3 1.502, H9 1.060, H10 1.073, H11 1.142
2 C -2.429 -2.946 -0.076  C5 1.326, H12 1.082, H13 1.035
3 C -0.210 1.459 0.020  C1 1.502, C4 1.545, H15 1.130, H16 1.060
4 C -0.406 0.066 0.657  C3 1.545, O6 1.515, H17 1.016, H18 1.127
5 C -1.532 -1.978 0.055  C2 1.326, O6 1.297, F7 1.357
6 O -1.597 -0.684 0.096  C4 1.515, C5 1.297
7 F -0.276 -2.492 0.076  C5 1.357
8 I 4.379 -0.542 -0.024  H14 1.471
9 H -2.009 2.543 0.446  C1 1.060
10 H -1.299 3.115 -0.936  C1 1.073
11 H -2.134 1.495 -0.962  C1 1.142
12 H -3.495 -2.776 -0.147  C2 1.082
13 H -2.231 -3.962 -0.089  C2 1.035
14 H 3.303 -1.360 0.555  I8 1.471
15 H 0.210 2.026 0.903  C3 1.130
16 H 0.300 1.175 -0.865  C3 1.060
17 H 0.503 -0.335 0.443  C4 1.016
18 H -0.525 0.012 1.776  C4 1.127